[1]
Density functional theory data (ωB97M-V with the def2-TZVPD basis set) for C6H10O in the gas phase.

The geometry in ORCA input format:
```
! wB97M-V def2-TZVPD RIJCOSX def2/J DEFGRID3
* xyz 0 1
C -2.659 -0.367 0.720
C -1.575 0.009 -0.194
C -0.285 -0.647 0.119
C 0.906 0.239 -0.207
C 2.281 -0.326 0.044
C 0.717 1.325 -1.167
O 0.689 1.578 0.238
H -3.632 -0.387 0.221
H -2.683 0.538 1.359
H -2.514 -1.238 1.381
H -0.179 -1.085 1.131
H -0.331 -1.511 -0.575
H 2.467 -1.181 -0.617
H 2.393 -0.665 1.080
H 3.041 0.436 -0.152
H -0.246 1.397 -1.666
H 1.583 1.742 -1.679
*
```

Computed properties:
LUMO level	0.39	eV
gap between HOMO and LUMO	8.69	eV
ΔE to the lowest compared entry with this formula, charge and spin	95.7	kcal/mol
HOMO level	-8.299	eV
E_tot	-309.689830	hartree


[2]
Density functional theory data (ωB97M-V with the def2-TZVPD basis set) for a 2-piece molecular cluster, C6H10O overall at a distorted geometry.

The geometry in ORCA input format:
```
! wB97M-V def2-TZVPD RIJCOSX def2/J DEFGRID3
* xyz 0 1
C 2.053 0.048 0.492
C 0.771 -0.240 0.749
C -0.480 0.250 1.457
C -1.674 -0.210 0.642
C -1.704 -0.133 -0.700
C -0.694 0.711 -1.360
O 0.133 1.319 -0.723
H 2.696 -0.836 0.477
H 2.542 1.014 0.410
H 1.562 -0.552 -1.439
H 0.491 -1.222 0.391
H -0.492 1.313 1.716
H -0.488 -0.321 2.405
H -2.473 -0.754 1.143
H -2.497 -0.582 -1.292
H 1.019 -0.705 -1.928
H -0.766 0.901 -2.441
*
```

Computed properties:
LUMO level	0.23	eV
gap between HOMO and LUMO	8.69	eV
ΔE to the lowest compared entry with this formula, charge and spin	91.3	kcal/mol
SMILES	C=CC/C=C\C=O.[H][H]
HOMO level	-8.468	eV
E_tot	-309.696863	hartree


[3]
Density functional theory data (ωB97M-V with the def2-TZVPD basis set) for C6H10O as an isolated structure.

The geometry in ORCA input format:
```
! wB97M-V def2-TZVPD RIJCOSX def2/J DEFGRID3
* xyz 0 1
O 0.746 -0.792 1.195
C 1.265 -0.538 -0.227
C 0.298 -1.290 -1.015
C -1.073 -0.596 0.769
C -1.276 0.777 0.163
C -0.028 1.532 -0.251
C 1.148 0.939 -0.469
H 1.036 -0.094 1.816
H 2.294 -0.904 -0.124
H 0.430 -2.373 -1.068
H -0.123 -0.820 -1.907
H -1.194 -0.588 1.863
H -1.640 -1.408 0.356
H -1.888 0.649 -0.737
H -1.859 1.400 0.858
H -0.151 2.600 -0.426
H 2.017 1.506 -0.797
*
```

Computed properties:
LUMO level (alpha / beta)	0.94 / 0.94	eV
gap between HOMO and LUMO (alpha / beta)	7.82 / 7.82	eV
ΔE to the lowest compared entry with this formula, charge and spin	114.5	kcal/mol
HOMO level (alpha / beta)	-6.886 / -6.885	eV
E_tot	-309.659873	hartree


[4]
Density functional theory data (ωB97M-V with the def2-TZVPD basis set) for a 2-piece molecular cluster, C6H10O overall at a distorted geometry.

The geometry in ORCA input format:
```
! wB97M-V def2-TZVPD RIJCOSX def2/J DEFGRID3
* xyz 0 1
C 0.147 0.590 0.355
C -0.154 -0.695 0.440
C -0.302 -0.018 -0.827
C 0.591 1.811 1.038
C -0.450 -1.936 1.207
C 0.494 -0.341 -2.065
O -2.112 0.589 -1.015
H 0.071 2.661 0.701
H 1.644 2.004 1.136
H 0.182 1.753 2.117
H -1.058 -2.580 0.690
H -0.910 -1.595 2.172
H 0.445 -2.520 1.486
H -0.121 -0.030 -2.941
H 0.631 -1.369 -2.099
H 1.518 0.002 -1.920
H -2.544 -0.131 -1.506
*
```

Computed properties:
LUMO level	0.74	eV
gap between HOMO and LUMO	9.56	eV
ΔE to the lowest compared entry with this formula, charge and spin	86.3	kcal/mol
HOMO level	-8.826	eV
E_tot	-309.704874	hartree


[5]
Density functional theory data (ωB97M-V with the def2-TZVPD basis set) for C6H10O in the gas phase at a distorted geometry.

The geometry in ORCA input format:
```
! wB97M-V def2-TZVPD RIJCOSX def2/J DEFGRID3
* xyz 0 1
C 1.934 -0.382 -0.241
C 0.750 0.209 0.501
C 0.098 1.193 -0.463
C -1.304 0.860 0.144
O -2.049 -0.015 -0.723
C -1.459 -1.182 -0.118
C -0.657 -0.342 0.883
H 2.716 -0.854 0.356
H 2.365 0.519 -0.723
H 1.611 -1.053 -1.046
H 1.108 0.719 1.405
H 0.703 2.111 -0.555
H 0.074 0.759 -1.468
H -1.947 1.618 0.600
H -0.881 -1.786 -0.831
H -2.225 -1.820 0.341
H -0.837 -0.552 1.940
*
```

Computed properties:
LUMO level	1.05	eV
gap between HOMO and LUMO	10.59	eV
ΔE to the lowest compared entry with this formula, charge and spin	47.0	kcal/mol
SMILES	C[C@H]1C[C@H]2OC[C@@H]12
HOMO level	-9.541	eV
E_tot	-309.767524	hartree


[6]
Density functional theory data (ωB97M-V with the def2-TZVPD basis set) for C6H10O as an isolated structure at a distorted geometry.

The geometry in ORCA input format:
```
! wB97M-V def2-TZVPD RIJCOSX def2/J DEFGRID3
* xyz 0 1
C -0.235 -0.026 -2.368
C -0.166 0.345 -0.923
O -1.239 0.174 -0.118
C -0.453 0.757 0.939
C -0.455 -0.394 2.009
C 0.731 -1.004 1.220
C 0.800 0.194 0.197
H -0.542 -1.067 -2.525
H -0.954 0.613 -2.875
H 0.745 0.124 -2.825
H -0.102 2.033 -0.728
H -0.352 2.084 0.255
H -1.362 -1.018 1.989
H -0.199 -0.121 3.033
H 1.657 -0.986 1.802
H 0.582 -1.990 0.776
H 1.739 0.722 0.117
*
```

Computed properties:
LUMO level	0.98	eV
gap between HOMO and LUMO	9.60	eV
ΔE to the lowest compared entry with this formula, charge and spin	127.5	kcal/mol
HOMO level	-8.617	eV
E_tot	-309.639237	hartree


[7]
Density functional theory data (ωB97M-V with the def2-TZVPD basis set) for C6H10O in the gas phase at a distorted geometry.

The geometry in ORCA input format:
```
! wB97M-V def2-TZVPD RIJCOSX def2/J DEFGRID3
* xyz 0 1
O 0.479 0.827 2.495
C 1.094 0.896 1.467
C 0.464 1.305 0.159
C 0.757 0.252 -0.921
C 0.278 -1.157 -0.509
C -1.983 -0.622 -1.552
C -1.174 -1.403 -0.864
H 2.161 0.610 1.382
H 0.915 2.267 -0.120
H -0.597 1.521 0.276
H 0.329 0.516 -1.877
H 1.845 0.150 -0.980
H 0.229 -1.102 0.582
H 0.892 -1.937 -0.940
H -1.809 0.428 -1.755
H -2.920 -1.040 -1.901
H -1.517 -2.437 -0.837
*
```

Computed properties:
LUMO level	1.04	eV
gap between HOMO and LUMO	10.89	eV
ΔE to the lowest compared entry with this formula, charge and spin	23.3	kcal/mol
SMILES	C=CCCCC=O
HOMO level	-9.852	eV
E_tot	-309.805189	hartree


[8]
Density functional theory data (ωB97M-V with the def2-TZVPD basis set) for C6H10O in the gas phase at a distorted geometry.

The geometry in ORCA input format:
```
! wB97M-V def2-TZVPD RIJCOSX def2/J DEFGRID3
* xyz 0 1
C 2.181 1.034 0.726
C 0.897 0.243 0.742
C -0.439 0.691 1.015
C 0.163 -0.393 -0.398
C -0.951 -0.348 -1.387
C -2.075 -1.285 -0.872
O -2.113 -1.814 0.217
H 2.525 1.193 1.754
H 2.112 2.000 0.201
H 2.912 0.409 0.202
H 0.914 -0.775 1.185
H -1.225 0.207 1.573
H -0.543 1.791 0.981
H 0.613 -1.399 -0.465
H -0.671 -0.728 -2.388
H -1.396 0.640 -1.499
H -2.906 -1.466 -1.588
*
```

Computed properties:
LUMO level	0.85	eV
gap between HOMO and LUMO	8.51	eV
ΔE to the lowest compared entry with this formula, charge and spin	104.2	kcal/mol
SMILES	C[C@H]1C[C@H]1CC=O
HOMO level	-7.666	eV
E_tot	-309.676316	hartree


[9]
Density functional theory data (ωB97M-V with the def2-TZVPD basis set) for C6H10O in the gas phase at a distorted geometry.

The geometry in ORCA input format:
```
! wB97M-V def2-TZVPD RIJCOSX def2/J DEFGRID3
* xyz 0 1
C -0.289 0.041 0.019
C 0.706 1.115 0.434
C 1.081 -0.731 -0.869
C -0.813 -0.804 1.165
C -1.365 0.467 -0.957
C 1.858 0.084 0.104
O 2.870 -0.127 0.744
H 0.721 1.391 1.488
H 0.744 1.998 -0.207
H 1.054 -0.348 -1.888
H 1.241 -1.807 -0.824
H -0.957 1.066 -1.775
H -1.877 -0.399 -1.384
H -1.490 -0.213 1.794
H 0.008 -1.144 1.804
H -1.374 -1.666 0.795
H -2.118 1.078 -0.444
*
```

Computed properties:
LUMO level	0.78	eV
gap between HOMO and LUMO	10.16	eV
ΔE to the lowest compared entry with this formula, charge and spin	16.7	kcal/mol
SMILES	CC1(C)CC(=O)C1
HOMO level	-9.381	eV
E_tot	-309.815723	hartree


[10]
Density functional theory data (ωB97M-V with the def2-TZVPD basis set) for C6H10O in the gas phase at a distorted geometry.

The geometry in ORCA input format:
```
! wB97M-V def2-TZVPD RIJCOSX def2/J DEFGRID3
* xyz 0 1
C -2.315 0.543 0.215
C -0.879 -0.173 0.296
C 0.085 -1.488 -0.197
C 1.605 -1.150 -0.062
C 2.028 0.109 -0.023
C 0.977 1.155 -0.267
O -0.208 0.587 -0.696
H -2.992 0.481 1.080
H -2.896 0.340 -0.688
H -2.059 1.623 0.148
H -0.561 0.092 1.328
H -0.077 -1.745 -1.262
H -0.096 -2.363 0.406
H 2.327 -1.977 0.014
H 3.059 0.423 0.162
H 0.759 1.734 0.642
H 1.243 1.810 -1.095
*
```

Computed properties:
LUMO level	1.12	eV
gap between HOMO and LUMO	10.19	eV
ΔE to the lowest compared entry with this formula, charge and spin	58.5	kcal/mol
SMILES	C[C@H]1CC=CCO1
HOMO level	-9.072	eV
E_tot	-309.749093	hartree